The following is a quantum chemistry calculation of a single C4H5NO molecule, from the OMol25 dataset.

The geometry in XYZ format:
```
11
Properties=species:S:1:pos:R:3
N -0.1840 0.3754 1.3835
C 0.0801 1.5848 0.7769
C -0.8076 -0.5893 0.5724
C -0.2646 -0.8385 -0.6146
C 0.8497 0.0830 -0.9765
O 0.5338 1.4142 -0.4464
H -0.5388 0.4406 2.3251
H -1.7989 -0.8876 0.8998
H -0.6323 -1.6013 -1.2869
H 0.9353 0.2382 -2.0535
H 1.8274 -0.2198 -0.5799
```

Output
Net charge: 0
HOMO energy: -8.535 eV
Gap between HOMO and LUMO: 9.463 eV

---

The following is a quantum chemistry calculation of a molecular structure, C22H36GeN5O7SeTi at a distorted geometry, from the OMol25 dataset.

The geometry in XYZ format:
```
73
Properties=species:S:1:pos:R:3
Ti -0.1188 0.2722 0.1813
C -3.5972 1.3185 -2.5296
C -2.9037 1.4728 -1.1704
C -2.3770 2.9150 -1.0570
C -3.9346 1.2045 -0.0650
O -1.8221 0.5485 -1.0811
Ge -2.0330 -1.3809 -1.1837
O -1.1547 -1.4411 0.6306
C -1.6739 -2.0922 1.7812
C -3.1432 -2.4827 1.5830
C -1.5696 -1.1534 2.9881
C -0.8589 -3.3692 2.0656
O -0.3261 -1.2844 -1.9016
C 0.2800 -2.1843 -2.8086
C 0.9600 -3.3342 -2.0539
C -0.7548 -2.7799 -3.7711
C 1.3300 -1.4076 -3.6143
H -4.4319 2.0125 -2.5967
H -2.8995 1.5256 -3.3392
H -3.9672 0.2986 -2.6421
H -3.1896 3.6035 -0.8319
H -1.6411 2.9902 -0.2600
H -1.9145 3.2304 -1.9912
H -4.7012 1.9773 -0.0556
H -4.4086 0.2360 -0.2414
H -3.4324 1.1918 0.8999
H -3.7267 -1.6066 1.3007
H -3.2300 -3.2305 0.7948
H -3.5458 -2.8947 2.5056
H -2.3144 -0.3622 2.9174
H -1.7313 -1.7033 3.9138
H -0.5781 -0.6955 3.0150
H -0.5958 -3.8556 1.1262
H 0.0481 -3.1296 2.6203
H -1.4485 -4.0600 2.6639
H 0.2448 -3.7759 -1.3603
H 1.2938 -4.0975 -2.7542
H 1.8142 -2.9680 -1.4920
H -1.4428 -3.4272 -3.2258
H -1.3324 -1.9811 -4.2366
H -0.2564 -3.3608 -4.5447
H 1.8969 -0.7689 -2.9405
H 2.0136 -2.0928 -4.1118
H 0.8480 -0.7884 -4.3689
C 0.3241 2.0180 -3.2216
C 0.9040 2.4590 -1.9286
N 0.7621 1.8134 -0.7902
C 1.4775 2.5102 0.1711
C 2.0492 3.6287 -0.4274
N 1.6739 3.5537 -1.7566
C 2.8824 4.7170 0.0532
O 3.1975 4.7011 1.3457
O 3.2770 5.5825 -0.7015
C 1.5342 1.9394 1.4864
O 1.9733 2.5963 2.4593
O 1.0780 0.7300 1.6035
H -0.2800 1.1333 -3.0251
H 1.1143 1.7718 -3.9310
H -0.2924 2.7934 -3.6753
H 1.9487 4.2436 -2.4387
H 2.7542 3.9628 1.8493
Se -0.6261 3.3673 3.5690
C -1.0800 2.2715 2.2722
N -1.2861 1.4705 1.4243
N 3.4859 -1.6263 1.0666
C 4.0605 -0.6926 0.2482
C 3.0492 -0.1981 -0.5189
N 1.8730 -0.8119 -0.1826
C 2.1698 -1.6612 0.7730
H 3.9590 -2.1329 1.7966
H 5.1059 -0.4581 0.2824
H 3.1103 0.5339 -1.3039
H 1.4646 -2.3225 1.2434
```

Output
Net charge: 0
HOMO energy (alpha / beta): -7.081 / -7.101 eV
Gap between HOMO and LUMO (alpha / beta): 6.903 / 6.955 eV
Multiplicity: 2

---

The following is a quantum chemistry calculation of a gas-phase ion, C4H12NS (charge +1) at a distorted geometry, from the OMol25 dataset.

The geometry in XYZ format:
```
18
Properties=species:S:1:pos:R:3
C -0.0935 1.7973 -1.8579
C -0.1387 0.9271 -0.6421
C 0.4235 -0.4484 -0.9694
C 0.5701 -1.4728 0.2403
S -0.7612 -1.3539 1.4108
N 0.6760 1.6256 0.4754
H 0.6553 1.7094 -2.5505
H -0.1246 2.8479 -1.4650
H -0.9558 1.6976 -2.4738
H -1.0799 0.9341 -0.1146
H -0.2190 -0.7549 -1.9392
H 1.4301 -0.3316 -1.3835
H 1.6138 -1.2389 0.7073
H 0.6035 -2.4693 -0.2410
H -1.6905 -2.1849 0.8084
H 1.4855 2.1780 0.0268
H 0.9670 0.8207 1.0128
H 0.1922 2.2554 1.0870
```

Output
SMILES: C[C@H]([NH3+])CCS
Net charge: +1
HOMO energy: -13.066 eV
Gap between HOMO and LUMO: 9.567 eV